Arrangement a

The following is a quantum chemistry calculation of a gas-phase ion, C7H13N2OS (charge +1), from the Open Molecules 2025 dataset.

## Properties
HOMO-LUMO gap, Eh: 0.3445
Structure (SMILES): CS[C@]1(C(C)=O)CN(C)C=[NH+]1
Total charge: +1

Last column: Löwdin charge in e.
Geometry (Å):
C (-1.646, -0.629, -0.423)  -0.097
C (1.591, -1.564, -0.534)  -0.333
C (0.109, 0.793, -0.516)  -0.051
C (0.504, -0.465, 0.267)  -0.506
C (2.893, -0.819, -0.644)  -0.020
C (-2.259, 1.358, -1.575)  0.008
C (-0.024, 0.602, 2.964)  -0.403
N (-1.295, 0.510, -0.891)  -0.096
N (-0.795, -1.196, 0.399)  0.105
O (1.096, -2.582, -0.879)  0.146
S (1.322, -0.028, 1.914)  0.867
H (-2.569, -1.183, -0.499)  0.181
H (0.049, 1.700, -0.041)  0.104
H (0.474, 0.886, -1.535)  0.148
H (3.708, -1.523, -0.779)  0.102
H (3.134, -0.064, 0.027)  0.032
H (2.946, -0.210, -1.583)  0.123
H (-2.022, 1.214, -2.631)  0.098
H (-3.381, 1.000, -1.317)  0.163
H (-2.176, 2.416, -1.572)  0.084
H (0.512, 1.274, 3.752)  0.075
H (-0.510, -0.315, 3.519)  0.069
H (-0.804, 1.022, 2.226)  0.049
H (-0.859, -2.198, 0.353)  0.153

=====

Arrangement b

The following is a quantum chemistry calculation of a gas-phase ion, C7H13N2OS (charge +1), from the Open Molecules 2025 dataset.

## Properties
HOMO-LUMO gap, Eh: 0.2385
Structure (SMILES): CC(=C=O)CSCN=[N+](C)C
Total charge: +1

Last column: Löwdin charge in e.
Geometry (Å):
C (-2.183, 0.323, 0.165)  -0.314
C (-1.138, 0.994, 0.614)  -0.214
C (-2.105, -1.191, -0.071)  -0.367
C (0.607, -1.584, -0.704)  -0.433
C (-3.379, 1.016, -0.442)  -0.014
C (2.413, -0.481, 1.146)  0.013
C (2.410, 1.583, -0.381)  0.046
N (1.098, -0.256, -0.807)  0.100
N (2.010, 0.239, -0.036)  -0.132
O (-0.340, 1.500, 1.264)  0.173
S (-0.573, -1.898, 0.690)  0.948
H (-2.893, -1.627, 0.468)  0.072
H (-1.951, -1.502, -1.065)  0.062
H (0.245, -1.629, -1.740)  0.110
H (1.511, -2.176, -0.708)  0.101
H (-3.128, 1.085, -1.435)  0.055
H (-3.505, 1.921, -0.008)  0.049
H (-4.253, 0.202, -0.281)  0.155
H (2.881, 0.098, 1.876)  0.104
H (1.741, -1.234, 1.586)  0.085
H (3.174, -1.124, 0.961)  0.085
H (1.802, 2.248, 0.262)  0.118
H (3.311, 1.662, 0.075)  0.070
H (2.245, 1.829, -1.429)  0.128

=====

Which one is most stable, and which one is least stable? arrangement a is the most stable of them, while arrangement b is the least stable.

=====

Arrangement a

The following is a quantum chemistry calculation of 2 unconnected molecules or ions with the total composition C4H10N2OP, from the Open Molecules 2025 dataset.

## Properties
HOMO-LUMO gap, Eh: 0.2184
Total charge: -1

Last column: Löwdin charge in e.
Geometry (Å):
C (-0.848, 1.089, 1.637)  -0.193
C (-1.672, 1.097, 0.288)  -0.284
C (0.250, -0.022, 1.589)  -0.135
C (-0.777, 1.042, -0.975)  -0.530
N (0.695, -0.677, 0.488)  -0.665
N (-1.581, -3.426, 0.233)  -0.007
O (1.540, -1.637, 0.638)  -0.308
P (0.333, -0.456, -1.124)  0.744
H (-0.273, 2.000, 1.724)  0.072
H (-1.518, 1.107, 2.509)  0.085
H (-2.409, 0.296, 0.366)  0.088
H (-2.282, 1.986, 0.186)  0.071
H (0.807, -0.191, 2.416)  0.045
H (-0.975, -2.693, 0.652)  -0.013
H (-1.357, 1.293, -1.894)  0.044
H (-0.130, 1.950, -1.074)  0.039
H (-1.857, -3.213, -0.714)  -0.025
H (-0.908, -4.130, 0.036)  -0.028

=====

Arrangement b

The following is a quantum chemistry calculation of a molecular structure, C4H10N2OP, from the Open Molecules 2025 dataset.

## Properties
HOMO-LUMO gap, Eh: 0.2523
Total charge: -1

Last column: Löwdin charge in e.
Geometry (Å):
C (0.672, -1.202, -1.224)  -0.213
C (-0.701, -0.550, -1.234)  -0.365
C (1.430, -0.430, -0.154)  -0.354
C (-0.806, 1.858, 1.182)  -0.293
N (-1.471, -0.644, -0.005)  -0.285
N (0.866, -0.618, 1.111)  -0.274
O (1.040, 0.536, 2.430)  -0.483
P (-0.631, -0.029, 1.515)  0.661
H (0.523, -2.281, -1.056)  0.109
H (1.206, -1.068, -2.091)  0.064
H (-0.530, 0.553, -1.475)  0.104
H (-1.283, -0.881, -2.153)  0.098
H (2.532, -0.591, -0.113)  0.104
H (1.450, 0.609, -0.479)  0.086
H (0.089, 2.113, 0.609)  -0.003
H (-0.398, 2.068, 2.186)  -0.009
H (-1.816, 1.997, 0.826)  -0.001
H (-2.173, -1.441, 0.125)  0.053

=====

Which one is most stable, and which one is least stable? arrangement a is the most stable of them, while arrangement b is the least stable.

=====

Arrangement a

The following is a quantum chemistry calculation of 5 unconnected molecules or ions with the total composition CH12O4, from the Open Molecules 2025 dataset.

## Properties
HOMO-LUMO gap, Eh: 0.4236
Structure (SMILES): C.O.O.O.O

Last column: Löwdin charge in e.
Geometry (Å):
C (-1.801, -1.559, 0.169)  -0.048
H (-0.836, -1.701, -0.301)  0.005
H (-2.467, -1.044, -0.523)  0.020
H (-1.674, -1.124, 1.148)  0.006
H (-2.345, -2.507, 0.177)  0.020
H (0.765, -1.051, 2.326)  0.027
H (1.283, -0.764, 0.802)  0.007
O (0.638, -0.543, 1.538)  -0.100
H (-0.761, 1.112, -2.199)  0.067
H (-0.446, 0.810, -0.818)  0.020
O (0.014, 0.888, -1.679)  -0.063
H (1.187, -0.262, -1.104)  0.015
H (2.648, -0.550, -1.065)  0.061
O (1.829, -0.917, -0.737)  -0.057
H (-0.945, 1.535, 1.189)  0.022
H (0.306, 2.335, 0.555)  0.057
O (-0.657, 2.258, 0.637)  -0.058

=====

Arrangement b

The following is a quantum chemistry calculation of 5 unconnected molecules or ions with the total composition CH12O4, from the Open Molecules 2025 dataset.

## Properties
HOMO-LUMO gap, Eh: 0.4057
Structure (SMILES): C.O.O.O.O

Last column: Löwdin charge in e.
Geometry (Å):
C (1.263, -0.093, -2.557)  -0.055
H (2.311, 0.175, -2.854)  0.036
H (1.071, -0.583, -3.513)  0.005
H (1.168, -0.746, -1.701)  0.011
H (0.491, 0.704, -2.561)  0.013
H (-2.592, -0.285, 1.218)  0.008
H (-1.933, 0.681, -0.015)  0.055
O (-2.488, -0.157, 0.265)  -0.102
H (1.320, -0.990, 1.800)  0.136
H (1.454, 0.988, 1.504)  0.066
O (1.430, 0.022, 1.567)  -0.123
H (0.205, 1.049, 0.579)  0.002
H (-0.893, 1.630, -0.785)  0.061
O (-0.272, 1.637, -0.030)  -0.090
H (-1.470, -0.853, 2.174)  0.013
H (-0.024, -1.471, 2.506)  0.060
O (-1.040, -1.711, 2.403)  -0.097

=====

Which one is most stable, and which one is least stable? arrangement a is the most stable of them, while arrangement b is the least stable.

=====

Arrangement a

The following is a quantum chemistry calculation of a molecular structure, C45H45N6OPdTe, from the Open Molecules 2025 dataset.

## Properties
HOMO-LUMO gap (alpha / beta), Eh: 0.1727 / 0.2018
Total charge: -2
⟨S²⟩: 0.7571
Spin multiplicity: 2

Last column: Mulliken spin population.
Geometry (Å):
Pd (0.661, -1.043, -0.172)  0.733
C (-2.969, 0.173, 5.247)  0.000
C (-1.825, -0.481, 4.523)  0.000
C (-0.497, -0.241, 4.878)  0.000
C (0.548, -0.777, 4.157)  0.008
C (0.353, -1.600, 3.025)  -0.003
N (1.354, -2.074, 2.247)  0.002
C (2.364, -2.781, 2.738)  -0.006
C (2.421, -3.299, 4.063)  -0.001
C (3.452, -4.087, 4.528)  0.000
C (4.514, -4.453, 3.710)  0.000
C (5.635, -5.334, 4.186)  0.000
C (4.474, -3.980, 2.400)  0.000
C (3.469, -3.162, 1.915)  0.004
N (3.607, -2.730, 0.561)  -0.007
C (4.793, -2.552, -0.068)  0.013
C (4.540, -2.330, -1.395)  -0.004
C (3.142, -2.369, -1.484)  0.020
N (2.581, -2.601, -0.309)  0.020
C (-1.000, -1.824, 2.683)  0.002
C (-2.046, -1.280, 3.413)  0.002
N (-1.351, -2.664, 1.582)  -0.015
C (-2.387, -3.528, 1.545)  -0.002
C (-2.372, -4.152, 0.320)  0.005
C (-1.261, -3.597, -0.333)  -0.003
N (-0.652, -2.708, 0.434)  0.034
H (-2.734, 0.319, 6.303)  0.000
H (-3.875, -0.433, 5.185)  0.000
H (-3.205, 1.153, 4.824)  0.000
H (-0.282, 0.401, 5.726)  0.000
H (1.571, -0.561, 4.435)  0.000
H (1.599, -3.062, 4.728)  0.000
H (3.420, -4.445, 5.554)  0.000
H (5.517, -5.564, 5.247)  0.000
H (6.612, -4.858, 4.063)  0.000
H (5.673, -6.285, 3.648)  0.000
H (5.255, -4.291, 1.716)  0.000
H (5.716, -2.546, 0.482)  0.001
H (5.244, -2.058, -2.157)  -0.002
H (2.510, -2.154, -2.333)  -0.007
H (-3.061, -1.445, 3.075)  0.000
H (-3.027, -3.657, 2.397)  0.000
H (-3.051, -4.904, -0.039)  0.000
H (-0.865, -3.796, -1.314)  0.001
C (-6.791, 3.841, -0.850)  0.000
C (-5.425, 3.209, -0.879)  0.001
C (-5.067, 2.219, 0.018)  -0.001
C (-3.792, 1.645, 0.006)  -0.015
C (-3.518, 0.566, 1.021)  0.000
C (-2.816, 2.042, -0.920)  -0.020
Te (-0.477, 1.446, -0.625)  0.144
N (1.578, 0.757, -0.652)  0.040
C (2.773, 1.269, -0.755)  -0.002
O (3.835, 0.699, -1.100)  0.005
C (2.928, 2.758, -0.427)  0.013
C (2.182, 3.381, 0.567)  -0.001
C (2.350, 4.730, 0.845)  -0.004
C (3.263, 5.484, 0.122)  0.002
C (4.022, 4.870, -0.868)  0.000
C (3.863, 3.518, -1.126)  0.003
C (-0.547, 0.844, -2.682)  0.014
C (0.328, 1.420, -3.601)  0.010
C (1.319, 2.488, -3.242)  -0.023
C (0.304, 1.003, -4.935)  0.001
C (-0.565, 0.025, -5.383)  -0.003
C (-0.573, -0.424, -6.820)  0.001
C (-1.435, -0.530, -4.456)  -0.009
C (-1.444, -0.137, -3.122)  -0.009
C (-2.436, -0.799, -2.215)  0.032
C (-3.193, 3.056, -1.820)  0.015
C (-2.218, 3.562, -2.852)  -0.001
C (-4.465, 3.619, -1.796)  0.004
H (-7.440, 3.332, -0.135)  0.000
H (-7.274, 3.799, -1.829)  0.000
H (-6.741, 4.895, -0.560)  0.000
H (-5.794, 1.883, 0.756)  0.000
H (-4.197, 0.647, 1.873)  0.001
H (-2.495, 0.605, 1.392)  -0.002
H (-3.651, -0.428, 0.586)  0.000
H (1.473, 2.790, 1.134)  0.000
H (1.760, 5.195, 1.627)  0.000
H (3.388, 6.541, 0.332)  0.000
H (4.743, 5.449, -1.435)  0.000
H (4.462, 3.011, -1.870)  0.001
H (1.000, 3.076, -2.379)  0.017
H (1.465, 3.158, -4.091)  0.002
H (2.280, 2.040, -2.984)  0.001
H (0.993, 1.466, -5.634)  -0.001
H (0.170, 0.121, -7.403)  0.000
H (-1.550, -0.260, -7.283)  0.000
H (-0.348, -1.489, -6.906)  0.000
H (-2.129, -1.303, -4.773)  0.001
H (-2.769, -1.744, -2.648)  0.001
H (-3.304, -0.154, -2.063)  0.000
H (-2.002, -0.993, -1.231)  -0.012
H (-1.274, 3.850, -2.385)  0.004
H (-2.623, 4.426, -3.384)  0.000
H (-1.979, 2.786, -3.583)  -0.001
H (-4.714, 4.402, -2.510)  -0.001

=====

Arrangement b

The following is a quantum chemistry calculation of a molecular structure, C45H45N6OPdTe, from the Open Molecules 2025 dataset.

## Properties
HOMO-LUMO gap (alpha / beta), Eh: 0.1729 / 0.1983
Total charge: -2
⟨S²⟩: 0.7551
Spin multiplicity: 2

Last column: Mulliken spin population.
Geometry (Å):
Pd (1.077, 0.339, 0.258)  0.771
C (3.162, 4.220, -4.503)  0.000
C (2.943, 3.757, -3.082)  0.001
C (2.181, 4.494, -2.170)  -0.004
C (1.961, 4.062, -0.877)  0.030
C (2.509, 2.850, -0.376)  -0.028
N (2.351, 2.362, 0.875)  0.053
C (2.090, 3.180, 1.934)  -0.024
C (2.649, 4.471, 2.062)  -0.001
C (2.387, 5.310, 3.132)  0.001
C (1.548, 4.917, 4.166)  -0.001
C (1.224, 5.821, 5.331)  0.000
C (1.046, 3.621, 4.105)  0.001
C (1.316, 2.762, 3.051)  0.001
N (0.813, 1.423, 3.156)  0.019
C (-0.340, 1.037, 3.750)  0.001
C (-0.286, -0.327, 3.900)  0.000
C (0.962, -0.683, 3.347)  -0.002
N (1.616, 0.372, 2.892)  -0.010
C (3.238, 2.102, -1.337)  0.006
C (3.445, 2.546, -2.634)  -0.007
N (3.844, 0.855, -0.955)  -0.024
C (5.114, 0.471, -1.217)  -0.004
C (5.293, -0.775, -0.658)  0.002
C (4.053, -1.068, -0.060)  -0.012
N (3.191, -0.081, -0.243)  0.044
H (2.929, 5.282, -4.605)  0.000
H (2.530, 3.676, -5.214)  0.000
H (4.201, 4.075, -4.818)  0.000
H (1.729, 5.427, -2.498)  0.000
H (1.307, 4.617, -0.217)  -0.001
H (3.301, 4.814, 1.267)  -0.001
H (2.855, 6.292, 3.169)  0.000
H (1.452, 6.862, 5.094)  0.000
H (1.791, 5.554, 6.229)  0.000
H (0.163, 5.762, 5.589)  0.000
H (0.432, 3.255, 4.923)  0.000
H (-1.128, 1.745, 3.956)  0.002
H (-1.052, -0.978, 4.295)  0.000
H (1.412, -1.661, 3.268)  0.002
H (3.998, 1.907, -3.319)  -0.001
H (5.788, 1.119, -1.754)  -0.001
H (6.184, -1.382, -0.679)  0.000
H (3.763, -1.937, 0.512)  0.001
C (-3.396, -7.852, 0.834)  0.000
C (-2.793, -6.486, 0.611)  0.001
C (-1.824, -5.975, 1.459)  -0.001
C (-1.290, -4.691, 1.276)  0.004
C (-0.238, -4.228, 2.270)  -0.002
C (-1.699, -3.867, 0.216)  -0.007
Te (-1.344, -1.459, 0.352)  0.066
N (-0.952, 0.686, 0.300)  -0.009
C (-1.450, 1.857, 0.667)  0.057
O (-0.843, 2.952, 0.797)  0.013
C (-2.961, 1.962, 0.898)  -0.016
C (-3.741, 0.918, 1.389)  0.001
C (-5.110, 1.082, 1.592)  -0.008
C (-5.724, 2.293, 1.301)  0.003
C (-4.955, 3.344, 0.809)  -0.002
C (-3.587, 3.178, 0.620)  0.006
C (-0.541, -1.548, -1.628)  0.021
C (-1.173, -0.850, -2.675)  0.080
C (-2.343, 0.074, -2.460)  -0.021
C (-0.697, -0.992, -3.981)  -0.004
C (0.390, -1.789, -4.287)  -0.003
C (0.851, -1.978, -5.712)  0.001
C (1.031, -2.442, -3.242)  -0.013
C (0.590, -2.347, -1.926)  -0.021
C (1.362, -3.117, -0.880)  0.004
C (-2.670, -4.415, -0.658)  0.001
C (-3.149, -3.618, -1.856)  -0.002
C (-3.203, -5.686, -0.455)  0.000
H (-2.873, -8.382, 1.634)  0.000
H (-3.347, -8.467, -0.071)  0.000
H (-4.452, -7.779, 1.119)  0.000
H (-1.469, -6.589, 2.288)  0.000
H (0.536, -4.990, 2.406)  0.001
H (-0.679, -4.030, 3.254)  0.001
H (0.229, -3.305, 1.929)  -0.001
H (-3.273, -0.025, 1.622)  0.011
H (-5.700, 0.257, 1.975)  -0.001
H (-6.788, 2.423, 1.471)  0.000
H (-5.425, 4.294, 0.577)  0.000
H (-2.959, 3.986, 0.264)  0.001
H (-3.040, -0.327, -1.723)  0.008
H (-2.871, 0.250, -3.403)  0.000
H (-1.994, 1.027, -2.062)  0.008
H (-1.207, -0.463, -4.781)  -0.001
H (0.321, -1.304, -6.389)  0.000
H (0.670, -3.003, -6.047)  0.000
H (1.924, -1.787, -5.812)  0.000
H (1.908, -3.049, -3.456)  0.000
H (2.301, -3.488, -1.298)  0.002
H (0.775, -3.961, -0.519)  -0.001
H (1.577, -2.479, -0.027)  0.004
H (-3.418, -2.605, -1.552)  0.003
H (-4.014, -4.090, -2.332)  0.000
H (-2.354, -3.518, -2.601)  -0.001
H (-3.960, -6.065, -1.142)  -0.001

=====

Which one is most stable, and which one is least stable? arrangement b is the most stable of them, while arrangement a is the least stable.